Record 1
A structure of composition C43H127Cl5HfN22O15P6 in a non-equilibrium geometry. Source: OMol25; level of theory: the ωB97M-V functional and the def2-TZVPD basis.

```
219
Properties=species:S:1:pos:R:3:forces:R:3
Hf 2.205 -2.419 -1.863 -1.9 1.1 1.2
Cl 0.697 -1.264 -3.877 0.6 -0.6 1.1
Cl 2.734 -4.635 -0.245 -0.2 1.2 -1.0
Cl 4.569 -2.491 -3.162 -1.5 0.0 0.9
C 0.576 -0.548 0.955 0.5 -1.1 -0.9
O 1.150 -1.262 -0.099 1.2 -1.2 -1.9
H 0.234 0.445 0.663 -0.3 0.3 -0.2
H -0.245 -1.141 1.358 -0.5 0.1 0.2
H 1.259 -0.386 1.788 0.4 0.0 0.3
O 1.702 6.424 4.740 1.3 0.8 -1.9
P 2.359 6.989 3.503 0.2 0.3 -0.5
N 1.458 6.907 2.005 1.8 0.3 0.7
C 1.506 5.745 1.102 0.3 0.5 1.2
C 0.159 7.434 2.227 -1.5 -0.5 0.6
N 3.818 6.306 3.052 0.1 0.5 -1.0
C 4.611 6.829 1.892 -0.2 -1.0 0.6
C 4.454 5.298 3.862 -0.2 -0.2 -0.4
N 2.828 8.623 3.675 -2.0 0.2 -2.3
C 3.068 9.551 2.513 0.4 -1.0 1.5
C 3.353 9.059 4.934 -0.7 -0.7 0.7
H 1.098 6.000 0.123 0.2 0.3 0.0
H 0.900 4.926 1.489 -0.1 -0.2 0.1
H 2.548 5.429 1.053 -0.2 -0.2 -0.3
H -0.410 7.741 1.350 0.5 0.5 -0.3
H 0.240 8.206 2.992 -0.4 0.3 -0.2
H -0.467 6.635 2.624 -0.4 0.0 0.5
H 5.109 5.978 1.427 0.0 -0.2 0.0
H 4.039 7.297 1.092 -0.4 0.0 0.4
H 5.419 7.504 2.175 -0.1 0.2 0.3
H 5.532 5.453 3.878 0.1 0.2 0.3
H 4.005 5.334 4.855 0.3 -0.3 0.0
H 4.283 4.323 3.407 0.0 -0.3 0.1
H 4.071 9.303 2.167 -0.1 0.4 -0.7
H 2.314 9.494 1.728 0.1 -0.2 0.2
H 3.107 10.556 2.934 -0.2 0.1 -0.2
H 2.537 9.048 5.657 0.1 0.3 0.3
H 3.764 10.064 4.847 0.2 -0.3 0.1
H 4.054 8.309 5.300 0.6 0.3 0.2
O -3.640 -1.709 7.258 1.2 0.5 -1.6
P -2.464 -1.535 6.332 -0.7 -0.3 0.2
N -1.847 -3.056 5.894 1.5 2.3 0.2
C -0.429 -3.157 5.510 -0.5 0.0 -0.2
C -2.632 -4.257 5.824 0.3 -0.4 0.4
N -1.187 -0.588 7.005 0.0 -3.2 -1.2
C -0.457 -1.143 8.131 -0.2 -0.1 0.2
C -1.237 0.828 6.964 0.1 0.7 0.0
N -2.776 -0.856 4.792 -1.4 0.5 0.2
C -1.770 -0.838 3.755 1.2 -0.9 1.1
C -3.869 0.110 4.586 -0.8 -0.6 0.6
H -0.371 -3.695 4.565 0.3 -0.7 0.2
H 0.146 -3.580 6.334 0.2 -0.5 -0.2
H 0.076 -2.226 5.250 -0.5 0.4 0.4
H -1.958 -5.075 6.076 -0.1 -0.2 0.6
H -2.978 -4.569 4.839 -0.3 0.6 -0.5
H -3.475 -4.186 6.511 0.1 -0.1 0.0
H -0.819 -0.672 9.045 0.2 -0.1 0.3
H -0.590 -2.220 8.235 -0.2 0.0 -0.1
H 0.614 -0.973 8.026 0.1 0.2 0.0
H -0.391 1.282 7.480 0.1 -0.3 0.3
H -1.074 1.185 5.947 -0.8 0.3 -0.1
H -2.144 1.122 7.491 -0.2 0.9 -0.4
H -0.950 -0.257 4.179 0.5 0.5 -0.9
H -1.357 -1.838 3.622 -0.1 -0.2 -0.1
H -2.082 -0.549 2.751 -0.3 0.5 0.4
H -4.806 -0.415 4.772 -0.2 0.1 0.4
H -4.003 0.440 3.556 0.8 0.0 0.0
H -3.828 0.986 5.234 0.1 0.1 0.0
O 2.892 -0.161 -1.953 -0.2 1.2 -0.9
P 3.268 1.283 -2.231 0.5 0.8 0.5
N 4.547 1.861 -1.234 -1.8 -0.7 -0.7
C 4.271 2.419 0.090 -0.5 0.2 0.1
C 5.887 1.298 -1.318 0.7 0.9 -0.2
N 2.006 2.451 -2.056 -0.1 -0.8 0.8
C 2.262 3.872 -2.159 1.1 0.8 0.0
C 0.574 2.194 -2.365 0.6 -1.1 -0.4
N 3.854 1.599 -3.761 1.5 0.6 0.1
C 4.436 2.894 -4.139 0.5 0.0 1.1
C 3.429 0.898 -4.942 -1.0 -1.8 0.8
H 3.902 3.442 0.009 0.0 0.1 0.0
H 5.179 2.444 0.693 0.1 -0.1 -0.2
H 3.541 1.850 0.667 -0.1 -0.1 -0.1
H 6.158 0.893 -2.293 -0.4 -0.2 0.1
H 6.173 0.647 -0.492 -0.5 -0.5 -0.2
H 6.535 2.162 -1.167 0.4 0.2 -0.2
H 1.876 4.463 -1.328 -0.7 -0.3 0.1
H 3.306 4.182 -2.124 0.3 -0.7 0.0
H 1.914 4.281 -3.108 -0.3 0.0 -0.1
H 0.009 3.126 -2.378 0.1 0.0 0.7
H 0.413 1.808 -3.371 0.3 -0.1 -0.3
H 0.163 1.405 -1.734 -0.1 0.3 0.4
H 3.749 3.641 -4.536 -0.4 -0.3 -0.5
H 4.870 3.410 -3.283 0.2 -0.3 0.1
H 5.250 2.682 -4.833 -0.1 0.2 -0.2
H 2.366 1.117 -5.048 -0.1 -0.1 -1.0
H 3.522 -0.166 -4.725 -0.3 -0.2 -0.1
H 4.039 1.039 -5.835 0.0 0.7 0.2
O -4.221 1.674 -1.701 -1.3 0.3 -2.3
P -5.056 1.871 -2.961 -0.1 -0.5 -0.7
N -5.578 3.455 -3.229 -0.3 -0.2 1.0
C -6.589 3.789 -4.230 0.3 -0.5 -0.8
C -4.680 4.598 -2.865 -0.1 -1.3 -0.2
N -6.516 0.826 -3.087 2.4 2.0 -1.3
C -6.278 -0.576 -3.278 1.0 0.0 0.2
C -7.645 1.093 -2.288 -1.2 0.9 0.8
N -4.169 1.557 -4.409 1.0 -0.6 0.9
C -2.809 0.984 -4.319 -1.2 -0.1 1.3
C -4.551 1.971 -5.754 -1.0 -0.2 0.9
H -6.956 2.901 -4.744 -0.2 -0.2 0.5
H -6.135 4.323 -5.066 0.2 0.5 0.1
H -7.461 4.352 -3.898 0.2 0.1 0.5
H -4.122 4.452 -1.940 -0.8 -0.2 0.5
H -5.318 5.481 -2.830 0.4 0.1 0.0
H -3.840 4.665 -3.557 -0.3 0.4 -0.7
H -5.528 -0.705 -4.058 -0.3 -0.2 -0.4
H -5.810 -0.998 -2.388 -0.1 -0.4 0.4
H -7.221 -1.087 -3.469 0.2 0.0 -0.2
H -8.597 0.719 -2.665 0.2 -0.7 -0.6
H -7.551 0.662 -1.291 0.0 0.4 0.5
H -7.880 2.157 -2.308 0.5 0.2 0.7
H -2.678 0.894 -3.240 0.8 0.1 -0.1
H -2.780 -0.041 -4.688 0.1 0.1 -0.5
H -2.045 1.618 -4.769 0.0 0.0 0.0
H -5.624 1.783 -5.772 0.0 0.2 -0.8
H -4.058 1.384 -6.529 0.0 -0.2 0.2
H -4.344 3.021 -5.962 0.0 0.2 0.1
O 1.969 -4.171 -3.482 0.1 0.9 -0.2
P 1.936 -5.198 -4.563 -0.8 -2.1 -1.8
N 2.722 -6.648 -4.109 -0.4 0.3 -1.7
C 2.177 -7.746 -3.304 -0.6 1.3 1.1
C 4.155 -6.589 -3.860 0.3 1.0 0.1
N 2.456 -4.760 -6.170 0.4 -0.9 2.4
C 2.734 -5.748 -7.245 -0.6 1.1 0.5
C 2.348 -3.350 -6.561 0.6 -0.6 0.3
N 0.351 -5.716 -4.907 -0.6 -0.7 1.2
C 0.148 -6.954 -5.705 0.0 0.4 0.8
C -0.765 -4.711 -5.088 1.7 -1.4 -0.8
H 2.603 -7.538 -2.323 -0.2 -0.5 0.5
H 2.457 -8.762 -3.585 0.3 0.2 -0.6
H 1.095 -7.699 -3.188 0.1 0.1 -0.2
H 4.575 -7.594 -3.807 0.0 0.1 -0.2
H 4.329 -6.079 -2.913 0.2 -0.1 0.3
H 4.682 -5.981 -4.595 -0.1 -0.2 -0.3
H 3.589 -5.396 -7.822 0.1 -0.2 0.0
H 2.882 -6.779 -6.923 0.1 0.3 0.4
H 1.854 -5.734 -7.888 0.1 -0.2 -0.4
H 1.894 -3.254 -7.547 -0.2 -0.1 0.0
H 1.755 -2.815 -5.820 0.1 0.2 -0.1
H 3.360 -2.947 -6.605 0.0 0.5 0.0
H -0.835 -7.361 -5.467 -0.3 0.3 -0.2
H 0.249 -6.807 -6.781 -0.1 0.1 -0.1
H 0.792 -7.777 -5.397 0.4 0.4 -0.1
H -1.715 -5.242 -5.157 -0.1 -0.1 0.7
H -0.630 -4.377 -6.116 -0.1 1.0 0.0
H -0.706 -3.940 -4.319 -0.1 0.0 -0.3
O 0.076 -3.444 -1.522 -0.1 -0.7 0.0
P -1.361 -3.678 -1.135 -0.4 0.3 -0.3
N -2.391 -2.486 -1.797 0.4 -3.2 0.8
C -2.334 -1.196 -1.213 0.0 1.4 0.1
C -2.835 -2.589 -3.193 0.3 0.5 0.2
N -1.554 -3.722 0.519 -0.5 1.0 0.4
C -0.584 -4.336 1.443 0.3 0.8 -0.5
C -2.880 -3.500 1.094 -0.1 0.9 -0.6
N -2.015 -5.168 -1.579 1.5 -0.9 -2.3
C -3.418 -5.552 -1.494 0.2 0.8 0.7
C -1.061 -6.343 -1.582 -0.6 1.1 -0.2
H -1.390 -0.685 -1.403 0.2 0.1 -0.2
H -2.461 -1.182 -0.131 -0.1 -0.3 0.1
H -3.148 -0.608 -1.639 0.0 0.2 0.1
H -3.854 -2.215 -3.291 -0.3 -0.2 0.2
H -2.756 -3.611 -3.565 -0.1 0.1 0.2
H -2.246 -1.934 -3.834 0.4 -0.1 -0.1
H -0.218 -5.291 1.067 0.0 0.0 0.2
H 0.271 -3.675 1.583 0.2 0.0 -0.2
H -1.049 -4.440 2.424 -0.2 -0.2 -0.1
H -3.221 -4.360 1.669 -0.2 0.2 0.0
H -2.930 -2.565 1.652 0.5 -0.2 1.1
H -3.597 -3.166 0.344 -0.1 -1.0 -0.5
H -3.723 -6.397 -2.111 0.6 0.0 -0.3
H -3.622 -5.835 -0.461 -0.5 0.0 0.2
H -4.047 -4.711 -1.788 -0.1 0.0 0.2
H -0.150 -6.120 -2.137 0.1 0.4 0.5
H -1.468 -7.186 -2.141 -0.5 0.1 0.2
H -0.880 -6.623 -0.544 0.3 -0.3 -0.1
C -1.887 3.220 0.234 0.9 -0.7 -0.4
N -2.788 3.848 1.204 -0.2 -1.8 -0.5
O -3.781 3.212 1.489 -0.5 0.3 0.3
O -2.442 4.885 1.668 0.1 1.9 0.8
H -0.876 3.532 0.497 -0.1 0.0 -0.2
H -2.161 3.510 -0.780 -0.1 0.1 0.2
H -1.985 2.139 0.331 -0.1 0.2 -0.1
C 4.176 -2.368 2.309 0.0 -0.4 -0.1
N 4.284 -1.400 1.159 -0.2 0.7 0.2
O 3.891 -1.803 0.044 1.6 1.8 2.6
O 4.755 -0.279 1.487 -1.2 -2.3 -1.8
H 3.145 -2.419 2.660 -0.2 -0.1 -0.6
H 4.742 -2.054 3.187 0.4 0.4 -0.6
H 4.521 -3.322 1.911 -0.3 0.0 0.1
C 3.529 -3.611 6.136 0.7 0.0 -0.2
N 3.568 -2.178 6.580 0.3 -0.4 2.2
O 3.061 -1.307 5.923 -0.3 0.0 -0.9
O 4.120 -1.984 7.662 -0.4 -0.3 -1.0
H 3.144 -3.651 5.117 0.1 -0.1 0.2
H 3.003 -4.267 6.830 -0.5 0.6 0.0
H 4.565 -3.929 6.256 0.0 0.0 -0.5
C -4.872 0.044 1.032 -0.3 0.9 0.1
N -6.212 0.357 1.525 -2.2 0.7 1.0
O -6.518 1.532 1.782 0.7 -1.9 -0.4
O -6.997 -0.586 1.579 0.3 0.6 0.1
H -4.317 0.937 1.318 0.5 -0.3 -0.5
H -5.116 -0.005 -0.029 1.0 -0.1 -0.2
H -4.544 -0.894 1.482 -0.1 0.2 -0.2
Cl 2.876 2.640 6.340 0.0 0.0 0.3
C 3.387 1.831 4.855 -0.4 -0.2 -0.8
C 2.158 1.414 4.008 0.7 -1.0 0.0
Cl 1.332 2.764 3.221 -0.1 0.2 0.1
H 4.033 0.984 5.086 -0.5 -0.2 0.2
H 4.049 2.519 4.329 -0.4 0.1 -0.2
H 1.431 0.787 4.525 -0.1 0.6 0.7
H 2.414 0.712 3.214 0.7 0.3 -0.2
```
Forces are in eV/Å.

HOMO-LUMO gap (eV): 7.59
M (g/mol): 1734.2



Record 2
A structure of composition C10H10I2. Source: OMol25; level of theory: the ωB97M-V functional and the def2-TZVPD basis.

```
22
Properties=species:S:1:pos:R:3:forces:R:3
C -0.518 1.363 1.935 -0.1 0.0 0.0
C -1.574 0.519 1.661 0.1 0.0 0.0
C 0.692 1.216 1.276 0.2 0.0 -0.1
C -0.221 -0.637 0.069 -0.1 0.1 0.1
C -1.434 -0.497 0.720 0.1 0.0 0.0
C 0.851 0.219 0.328 -0.2 0.1 0.2
C 0.876 0.509 -2.564 -0.1 0.0 0.0
C 1.923 0.001 -1.935 0.3 -0.1 -0.2
C -2.575 -1.415 0.409 -0.1 0.0 0.0
C 2.099 -0.023 -0.458 0.7 -0.1 0.2
I 2.878 -2.026 0.099 -0.1 0.4 -0.2
I 3.727 1.399 -0.058 -0.3 -0.3 -0.1
H -0.626 2.144 2.673 0.0 0.1 0.1
H -2.512 0.639 2.182 -0.1 0.0 0.1
H 1.502 1.889 1.515 0.1 0.0 0.0
H -0.100 -1.432 -0.654 0.0 -0.1 0.0
H 0.834 0.520 -3.639 0.1 0.0 -0.2
H 0.033 0.931 -2.043 -0.1 0.0 0.1
H 2.758 -0.393 -2.501 0.0 0.0 0.0
H -3.281 -0.920 -0.258 -0.1 0.0 0.0
H -2.224 -2.321 -0.078 0.0 -0.1 0.0
H -3.108 -1.686 1.318 -0.1 -0.1 0.0
```
Forces are in eV/Å.

HOMO-LUMO gap (eV): 8.74
M (g/mol): 384.0
Relative energy (zero: lowest compared OMol25 entry of this formula, charge and spin) (kJ/mol): 0.0



Record 3
A cluster of 12 separate species, C17H18Cl33N2O in total in a non-equilibrium geometry. Source: OMol25; level of theory: the ωB97M-V functional and the def2-TZVPD basis.

```
71
Properties=species:S:1:pos:R:3:forces:R:3
C -1.498 -0.942 0.141 -3.1 3.6 -5.7
C -1.814 -0.164 -0.883 0.4 -3.9 4.3
C -2.329 0.671 -2.208 1.6 -1.6 1.5
N -3.838 0.518 -2.282 -4.3 0.7 0.3
C -4.701 -0.367 -3.096 -3.5 1.9 2.5
C -6.209 -0.097 -2.686 6.2 1.2 0.4
N -6.068 0.983 -1.673 3.9 -1.8 -2.2
O -7.156 1.546 -1.076 0.7 0.8 0.2
C -4.684 1.346 -1.441 -0.9 -2.5 -2.0
H -1.603 -1.748 0.955 0.7 1.9 -1.7
H -1.778 0.178 -3.106 -1.4 1.0 1.5
H -2.009 1.770 -2.122 -0.8 -1.7 -0.1
H -4.347 -1.118 -3.884 -0.3 1.4 1.5
H -7.156 -0.607 -3.074 1.5 1.2 0.9
H -6.932 2.504 -0.942 -0.5 -0.8 -0.1
H -4.257 2.143 -0.721 -1.1 -1.6 -1.3
C -9.778 2.873 1.229 -0.4 -0.2 0.1
Cl -9.962 2.529 2.954 0.1 0.0 -0.3
Cl -11.231 3.654 0.592 0.3 -0.1 0.0
Cl -8.352 3.887 0.946 0.1 0.0 -0.1
H -9.637 1.929 0.704 0.0 0.2 0.1
C 1.336 2.811 -1.297 0.2 -0.3 -0.1
Cl 0.200 1.498 -0.938 0.9 0.4 0.2
Cl 3.003 2.254 -1.089 -0.3 -0.3 -0.2
Cl 1.082 3.419 -2.939 -0.1 -0.2 0.1
H 1.153 3.622 -0.597 -0.1 -0.3 -0.2
C 1.007 2.503 3.106 0.2 -0.2 0.0
Cl -0.208 3.367 2.150 0.0 0.1 0.1
Cl 0.741 0.755 3.011 -0.2 0.2 0.0
Cl 2.640 2.921 2.562 -0.8 0.1 -0.1
H 0.904 2.809 4.147 0.0 -0.1 -0.3
C 4.401 -1.198 4.246 0.1 0.1 0.1
Cl 4.150 -2.299 2.883 0.0 0.2 0.3
Cl 6.082 -1.264 4.797 -0.2 0.0 0.0
Cl 3.957 0.457 3.800 0.3 -0.3 0.2
H 3.759 -1.516 5.067 0.3 0.2 -0.3
C -2.209 -3.432 -4.790 0.1 -0.1 -0.2
Cl -1.986 -2.357 -3.401 -0.3 0.2 -0.3
Cl -3.282 -2.686 -5.986 0.0 0.0 0.1
Cl -0.651 -3.838 -5.521 -0.2 0.1 0.1
H -2.674 -4.354 -4.439 0.1 0.2 0.0
C 1.887 -3.499 -8.184 0.1 0.0 -0.1
Cl 2.478 -1.905 -8.676 -0.1 -0.1 0.1
Cl 2.225 -4.702 -9.437 -0.1 0.1 0.2
Cl 2.614 -3.984 -6.644 -0.1 0.0 -0.1
H 0.808 -3.438 -8.050 0.3 0.0 0.0
C 0.021 -4.825 -0.760 0.2 0.0 0.1
Cl 1.397 -3.841 -0.242 -0.2 -0.1 -0.1
Cl -1.433 -4.388 0.155 0.0 -0.2 0.0
Cl -0.261 -4.633 -2.493 0.5 -0.6 0.4
H 0.252 -5.871 -0.562 -0.1 0.2 0.0
C 5.660 -6.116 2.091 0.2 0.0 0.1
Cl 5.477 -6.475 3.814 0.0 0.0 -0.2
Cl 4.256 -5.221 1.490 0.0 -0.3 -0.1
Cl 7.149 -5.205 1.799 -0.2 -0.1 0.0
H 5.723 -7.059 1.549 0.0 0.2 0.1
C 2.398 -3.034 7.928 0.1 0.1 0.2
Cl 3.853 -2.169 8.442 -0.1 -0.1 -0.1
Cl 1.004 -2.537 8.898 0.1 -0.1 -0.1
Cl 2.087 -2.759 6.206 -0.2 -0.2 0.1
H 2.560 -4.100 8.081 0.0 0.3 -0.1
C 5.194 5.874 3.671 0.1 0.0 -0.1
Cl 5.244 4.106 3.656 0.4 0.3 0.2
Cl 5.480 6.518 2.048 0.0 -0.1 0.3
Cl 3.641 6.442 4.302 0.1 0.0 0.0
H 5.984 6.237 4.328 -0.2 -0.1 -0.1
C 3.334 6.272 -1.358 0.1 0.2 0.0
Cl 3.950 7.773 -0.651 -0.1 -0.2 -0.2
Cl 2.749 5.179 -0.091 0.4 1.0 0.2
Cl 2.054 6.618 -2.529 0.2 0.1 0.1
H 4.154 5.780 -1.881 -0.2 0.1 0.1
```
Forces are in eV/Å.

HOMO-LUMO gap (eV): 8.50
M (g/mol): 1436.3
Total charge: +1



Q: Among the records above, which one has the lowest HOMO-LUMO gap?
A: C43H127Cl5HfN22O15P6



Q: HOMO-LUMO gap of number 2 (C10H10I2)?
A: 8.74 eV